# 1
Molecular formula: C42H99N8O10
Method: DFT, ωB97M-V/def2-TZVPD

LUMO level: -2.342 eV
Total charge: +1
Frontier orbital gap: 0.2706 hartree
HOMO: -9.704 eV

Positions of all 159 atoms, in Å:
C1 1.687904 0.889343 -0.406694
C2 1.149555 2.333457 -0.224010
C3 2.195286 3.442393 -0.552066
C4 1.650875 4.666004 -1.326728
C5 0.359719 5.245842 -0.784822
C6 -0.343219 6.329419 -1.234669
N1 -1.501689 6.534769 -0.487084
C7 -1.519028 5.573693 0.438878
C8 -2.506768 5.228379 1.533577
C9 -3.246434 3.868590 1.189465
C10 -3.209801 3.507404 -0.319632
C11 -4.106615 2.276181 -0.676629
C12 -3.418029 1.552138 -1.884192
N2 -2.451321 0.530986 -1.425311
N3 -0.432134 4.832843 0.292599
H1 2.194130 0.789366 -1.378179
H2 2.340186 0.641821 0.447838
H3 0.845118 0.176641 -0.354439
H4 0.172262 2.486617 -0.726964
H5 0.917320 2.429943 0.863564
H6 2.954872 2.963468 -1.222369
H7 2.772792 3.738549 0.356941
H8 2.421866 5.457441 -1.267276
H9 1.509712 4.464213 -2.402850
H10 -0.070108 6.986736 -2.061051
H11 -2.215782 7.241748 -0.590486
H12 -1.950792 5.082336 2.473328
H13 -3.248593 6.028284 1.690983
H14 -2.788262 3.023736 1.740186
H15 -4.286621 3.926940 1.554742
H16 -2.196950 3.240412 -0.668696
H17 -3.607295 4.373680 -0.883288
H18 -4.135939 1.541099 0.149812
H19 -5.124550 2.564839 -0.976671
H20 -2.840039 2.318736 -2.444819
H21 -4.156210 1.141366 -2.595234
H22 -1.558864 0.675543 -1.888522
H23 -2.278487 0.617600 -0.426929
H24 -0.232631 4.058634 0.915626
C13 9.714138 2.433286 -3.081602
O1 9.142025 3.233554 -4.100551
C14 8.819855 2.517818 -5.288724
C15 7.316164 2.369445 -5.451152
N4 6.759248 1.453819 -4.462692
C16 5.303649 1.483694 -4.353851
C17 4.633669 2.806070 -3.971428
O2 4.872790 3.227511 -2.635540
C18 6.115546 3.884409 -2.432336
H25 10.110164 3.101678 -2.317517
H26 8.966521 1.786761 -2.610516
H27 10.535732 1.823791 -3.466827
H28 9.325900 1.548938 -5.332367
H29 9.193134 3.117828 -6.123276
H30 7.098368 1.992417 -6.454429
H31 6.881969 3.373564 -5.362137
H32 7.149133 1.664163 -3.553864
H33 5.030843 0.746927 -3.592685
H34 4.876294 1.132962 -5.298520
H35 3.552356 2.644769 -4.035901
H36 4.856837 3.614011 -4.676874
H37 6.413502 4.482853 -3.295567
H38 6.894260 3.161785 -2.182939
H39 6.007733 4.548163 -1.572699
C19 -8.548937 -3.693845 -0.589658
O3 -7.145390 -3.503859 -0.546847
C20 -6.676604 -2.394382 -1.301653
C21 -6.205060 -1.274521 -0.388662
N5 -7.321770 -0.634875 0.299619
C22 -6.932927 0.235015 1.410623
C23 -6.149818 -0.389752 2.569626
O4 -6.890231 -1.295205 3.364344
C24 -7.001403 -2.607513 2.839281
H40 -8.764060 -4.674124 -0.165232
H41 -9.074082 -2.944307 0.010145
H42 -8.923561 -3.671535 -1.616664
H43 -7.418963 -2.043353 -2.024794
H44 -5.812637 -2.750937 -1.870318
H45 -5.671106 -0.527102 -0.984507
H46 -5.494678 -1.714151 0.323470
H47 -7.946274 -1.344410 0.658521
H48 -7.856290 0.650348 1.823106
H49 -6.360402 1.078718 1.010401
H50 -5.873773 0.427619 3.243244
H51 -5.203960 -0.842227 2.246025
H52 -6.102907 -2.914221 2.297678
H53 -7.880100 -2.690285 2.195934
H54 -7.149297 -3.291404 3.675286
C25 8.283583 6.211045 3.904628
O5 8.161252 4.830515 3.611853
C26 7.925743 4.013632 4.754400
C27 6.502796 3.480216 4.765531
N6 5.536067 4.539964 5.026735
C28 4.146978 4.178553 4.760509
C29 3.771033 3.750971 3.339495
O6 3.822142 4.791758 2.373197
C30 5.119139 5.070338 1.866080
H55 8.666182 6.706929 3.012928
H56 7.314496 6.657555 4.150170
H57 8.985607 6.384509 4.724262
H58 8.166716 4.534112 5.685869
H59 8.606230 3.161580 4.672293
H60 6.412833 2.712048 5.538818
H61 6.329217 3.005670 3.791101
H62 5.765865 5.349109 4.465803
H63 3.541463 5.054683 5.009242
H64 3.853654 3.385760 5.455933
H65 2.723162 3.434166 3.369526
H66 4.336785 2.877263 2.996259
H67 5.735383 4.171973 1.788324
H68 5.617290 5.821693 2.480686
H69 5.004436 5.497818 0.868120
C31 -0.894884 -6.086293 1.455084
O7 -0.784986 -5.667210 2.802904
C32 0.551535 -5.581645 3.276705
C33 0.963932 -4.129941 3.463750
N7 1.112913 -3.441232 2.184626
C34 1.208395 -1.987026 2.287706
C35 0.037826 -1.229294 2.922372
O8 -1.153735 -1.224578 2.149799
C36 -1.952837 -2.393336 2.264196
H70 -1.943251 -6.310738 1.260464
H71 -0.587589 -5.291673 0.768320
H72 -0.306581 -6.989197 1.265257
H73 1.251871 -6.121571 2.632359
H74 0.569645 -6.068516 4.255974
H75 1.913818 -4.092913 4.005034
H76 0.196043 -3.656816 4.088416
H77 0.328531 -3.666249 1.587449
H78 1.326339 -1.604651 1.269980
H79 2.127930 -1.736891 2.827411
H80 0.340064 -0.179014 2.993253
H81 -0.166934 -1.550101 3.949576
H82 -1.915945 -2.822795 3.267462
H83 -1.654952 -3.136043 1.521454
H84 -2.985590 -2.116514 2.046015
C37 -2.152835 -5.677625 -1.608673
O9 -3.323491 -6.092536 -0.931382
C38 -4.498816 -5.418190 -1.371358
C39 -5.401310 -6.339578 -2.173338
N8 -4.820297 -6.663369 -3.470312
C40 -5.471479 -7.767809 -4.174545
C41 -5.507654 -9.139269 -3.495789
O10 -4.247823 -9.779459 -3.389021
C42 -3.445783 -9.351894 -2.303711
H85 -1.295295 -6.072815 -1.068384
H86 -2.117670 -6.071387 -2.628902
H87 -2.072263 -4.586037 -1.631214
H88 -4.262115 -4.505143 -1.926862
H89 -5.037712 -5.119005 -0.468551
H90 -6.368662 -5.851143 -2.323047
H91 -5.563150 -7.240230 -1.567619
H92 -3.843889 -6.896694 -3.351607
H93 -4.943966 -7.887948 -5.124524
H94 -6.495722 -7.468393 -4.418980
H95 -6.111405 -9.792253 -4.131758
H96 -6.014484 -9.117728 -2.523925
H97 -4.041630 -9.096373 -1.423912
H98 -2.820252 -8.505429 -2.598359
H99 -2.775366 -10.170480 -2.039209

Forces on atoms 1 to 3 (eV/Å):
C -0.7 0.4 0.2
C 0.1 0.1 1.0
C 0.5 -0.9 -0.7

# 2
Molecular formula: C23H38Cl3CrF6N2O2PSi2Te2
Method: DFT, ωB97M-V/def2-TZVPD

LUMO level (alpha / beta): -6.338 / -6.352 eV
Total charge: +2
Frontier orbital gap (alpha / beta): 0.2792 / 0.2737 hartree
Multiplicity: 3
Expectation value of S²: 2.22
HOMO (alpha / beta): -13.936 / -13.800 eV

Positions of all 80 atoms, in Å:
Cr1 0.354820 -0.607825 0.475349
F1 1.056905 1.886228 -1.862617
P1 2.023391 0.612418 -1.811523
F2 1.827539 0.357892 -3.337223
F3 3.306081 1.479299 -1.854690
F4 0.542081 -0.347242 -1.496719
F5 2.814309 -0.745532 -1.617604
F6 1.926128 0.724897 -0.097585
Cl1 0.356732 -0.369993 2.872190
C1 -0.111451 1.395830 2.547042
Cl2 1.281332 2.391091 2.784894
Cl3 -1.449017 1.853467 3.567490
C2 -0.557122 1.329925 1.078596
O1 -0.446994 2.475906 0.406653
O2 -1.397016 0.446883 0.720201
C3 -2.242184 -5.257948 1.885789
C4 -2.014916 -4.057910 1.034366
C5 -2.602136 -3.628585 -0.138046
C6 -1.933951 -2.457616 -0.505619
N1 -0.979222 -2.177180 0.391160
N2 -1.060712 -3.159297 1.319075
C7 -2.209874 -1.602344 -1.698912
H1 -3.255503 -5.627266 1.748436
H2 -2.101313 -5.031259 2.942623
H3 -1.547439 -6.053187 1.609114
H4 -3.399079 -4.112031 -0.676506
H5 -0.460100 -3.157720 2.122969
H6 -2.832600 -2.151083 -2.402376
H7 -1.302210 -1.299899 -2.213736
H8 -2.757799 -0.703638 -1.404533
C8 2.065946 -3.747930 2.285664
Te1 2.467848 -2.322442 0.752346
C9 1.769792 -3.775322 -0.634018
C10 1.529486 -5.026153 0.178878
C11 1.177712 -6.211169 -0.466555
C12 0.954410 -7.365486 0.262518
C13 1.091767 -7.352098 1.646750
C14 1.449361 -6.182382 2.292958
C15 1.662967 -5.012986 1.563075
H9 1.308384 -3.408260 2.991575
H10 2.987627 -3.858817 2.853913
H11 2.520035 -3.895783 -1.411855
H12 0.854252 -3.392783 -1.082743
H13 1.085579 -6.227897 -1.545598
H14 0.688187 -8.281139 -0.247940
H15 0.936903 -8.257859 2.217385
H16 1.576429 -6.177004 3.369057
C16 -5.676514 1.649418 -1.387426
Si1 -4.899200 2.032425 0.263354
C17 -5.968883 3.122359 1.309786
C18 -4.492719 0.462544 1.159876
C19 -3.360434 3.141599 -0.025878
Te2 -1.707368 2.550805 -1.180675
C20 -1.055220 4.424984 -1.824447
Si2 -1.469974 4.538942 -3.703266
C21 -3.304465 4.187477 -3.776400
C22 -1.004258 6.188302 -4.371238
C23 -0.549446 3.170325 -4.559505
H17 -6.745200 1.871607 -1.350732
H18 -5.577718 0.591657 -1.638869
H19 -5.269556 2.233570 -2.214807
H20 -6.879576 2.595016 1.601362
H21 -6.268776 4.026924 0.776322
H22 -5.454756 3.424517 2.225204
H23 -5.446262 -0.006672 1.418680
H24 -3.942905 0.634066 2.087466
H25 -3.927272 -0.244490 0.551906
H26 -2.899601 3.451054 0.918355
H27 -3.712864 4.052859 -0.521478
H28 0.020919 4.469503 -1.640285
H29 -1.580297 5.165643 -1.221170
H30 -3.901437 4.980937 -3.320236
H31 -3.594438 3.245860 -3.284787
H32 -3.630427 4.068922 -4.811919
H33 -1.540025 7.003739 -3.882744
H34 -1.229666 6.229459 -5.439002
H35 0.067209 6.360771 -4.250567
H36 -0.882493 3.140340 -5.600008
H37 -0.707399 2.169116 -4.148846
H38 0.527958 3.351752 -4.561595

Forces on atoms 1 to 3 (eV/Å):
Cr -0.2 0.2 0.0
F -0.1 0.1 0.1
P -0.1 0.1 0.0

# 3
Molecular formula: C26H33BrNO5SiTl
Method: DFT, ωB97M-V/def2-TZVPD

LUMO level: -0.423 eV
Total charge: 0
Frontier orbital gap: 0.2895 hartree
HOMO: -8.301 eV

Positions of all 68 atoms, in Å:
Tl1 -0.922994 0.467842 0.208321
O1 0.488496 1.567612 1.723937
C1 1.716144 1.466156 1.678079
C2 2.527007 1.049840 0.562223
C3 3.898919 0.923766 0.823871
C4 4.754560 0.540815 -0.170845
C5 4.288959 0.291242 -1.470140
C6 2.959374 0.420409 -1.750064
C7 2.017692 0.791893 -0.750356
O2 0.779735 0.897948 -1.084405
N1 6.177724 0.396697 0.122793
O3 6.549227 0.616435 1.260606
O4 6.910982 0.063599 -0.788469
H1 2.276815 1.725224 2.588890
H2 4.286511 1.121854 1.814582
H3 4.996392 -0.002068 -2.232354
H4 2.575220 0.232858 -2.743249
C8 0.944620 -7.357536 -0.284562
C9 -0.459818 -6.756489 -0.146000
C10 -1.241729 -7.058250 -1.423915
C11 -1.184306 -7.421410 1.031884
C12 -0.348588 -5.254884 0.112494
C13 -0.896752 -4.301879 -0.724276
C14 -0.769711 -2.959903 -0.406082
Br1 -1.578492 -1.736673 -1.627777
C15 -0.110970 -2.479097 0.727771
O5 -0.017865 -1.187836 1.049937
C16 0.493508 -3.449277 1.567163
C17 0.332942 -4.787054 1.232776
C18 1.284316 -3.149895 2.857189
C19 2.624032 -3.906158 2.817198
C20 0.456354 -3.642155 4.053184
C21 1.639049 -1.679118 3.106120
H5 0.879631 -8.433469 -0.461479
H6 1.538605 -7.203456 0.617391
H7 1.480746 -6.904255 -1.120258
H8 -1.301704 -8.137910 -1.570532
H9 -0.756572 -6.631745 -2.304254
H10 -2.262668 -6.674539 -1.372374
H11 -1.266828 -8.498083 0.866988
H12 -2.190364 -7.014307 1.148189
H13 -0.649763 -7.268535 1.970566
H14 -1.431445 -4.577300 -1.621131
H15 0.765710 -5.521906 1.898608
H16 2.503798 -4.987198 2.761066
H17 3.191979 -3.688011 3.723720
H18 3.219265 -3.587731 1.959156
H19 0.237843 -4.708597 3.980299
H20 -0.493644 -3.107185 4.110585
H21 1.001073 -3.469650 4.984534
H22 2.198965 -1.258407 2.270871
H23 2.271791 -1.635345 3.996403
H24 0.760954 -1.061984 3.278296
C22 -5.360372 3.609229 -2.151308
Si1 -5.077961 3.391293 -0.319003
C23 -4.744205 5.023832 0.520503
C24 -6.499072 2.487143 0.485391
C25 -3.566175 2.338580 -0.108378
C26 -2.580200 1.652949 0.037479
H25 -6.242797 4.224882 -2.337689
H26 -5.512142 2.644390 -2.638138
H27 -4.503856 4.093468 -2.623075
H28 -5.600747 5.695504 0.437667
H29 -3.880174 5.517917 0.073003
H30 -4.532309 4.872248 1.580339
H31 -7.430005 3.050679 0.398804
H32 -6.298493 2.324259 1.545781
H33 -6.647966 1.511983 0.018439

Forces on atoms 1 to 3 (eV/Å):
Tl 0.1 0.1 -0.1
O 0.1 0.0 0.1
C -0.1 -0.1 -0.1

no.,E_tot (eV)
1,-77542.71953
2,-153460.48839
3,-121835.26953